Molecular formula: C3H12NO
Method: DFT, wB97M-V/def2-TZVPD

Properties
Kohn-Sham gap	11.90	eV
energy above the lowest of the compared OMol25 structures with the same formula, charge and spin	16.4	kcal/mol
LUMO energy	-0.1265	Eh
net charge	+1

Atoms and positions in Å:
1 N -1.24317 -1.58527 1.28456
2 H -2.00059 -2.18708 1.09551
3 H -1.57157 -0.90094 1.96109
4 H -0.43365 -2.01595 1.66595
5 H -1.00161 -1.00325 0.41122
6 C 1.33643 0.33592 -1.47778
7 C 0.33860 0.87662 -0.48145
8 C 0.74813 0.83533 1.02630
9 O -0.89279 0.02825 -0.61640
10 H 0.84233 0.29836 -2.49742
11 H 1.61896 -0.73103 -1.26260
12 H 2.21411 0.89564 -1.52701
13 H -0.01359 1.88498 -0.73924
14 H 1.63469 1.46755 1.16711
15 H 1.03855 -0.23334 1.25064
16 H -0.07112 1.24096 1.61266
17 H -0.95094 -0.13219 -1.60100